# 1
{
  "formula": "C8H12N2O",
  "method": "ωB97M-V/def2-TZVPD",
  "symbols": ["C", "C", "C", "C", "C", "C", "C", "C", "N", "N", "O", "H", "H", "H", "H", "H", "H", "H", "H", "H", "H", "H", "H"],
  "xyz": [[3.438953, 0.614217, 0.043692], [0.862437, -1.490905, 0.259589], [4.432717, 1.436520, 0.196368], [-0.345988, -0.933199, 0.932326], [-1.249658, 1.331465, 0.454635], [-2.695316, -0.780190, 0.262902], [-1.099895, -0.295883, -1.581303], [-1.264647, -0.104902, 0.012283], [2.589920, -0.139346, -0.316893], [2.005723, -1.259189, -0.196670], [-0.122384, -2.338052, 0.453530], [5.511069, 1.195242, 0.074001], [4.270748, 2.429860, 0.623788], [-0.599857, -0.894806, 1.959941], [-1.333537, 1.898608, -0.403998], [-0.153984, 1.546202, 0.840411], [-1.983248, 1.475823, 1.213685], [-2.538053, -1.894794, 0.114279], [-2.932843, -0.559654, 1.277059], [-3.356593, -0.381894, -0.520228], [-2.025087, 0.145202, -1.900555], [-1.029735, -1.318183, -1.744025], [-0.380734, 0.317851, -2.054822]],
  "atomic_forces_ev_per_a": [[0.38, -0.62, 0.17], [-0.09, 3.55, 2.29], [1.65, 1.51, 0.83], [0.79, 0.25, -3.45], [3.50, -1.20, 1.39], [2.11, -0.45, -1.48], [-0.59, 1.94, 3.19], [-1.44, -2.45, -0.65], [0.04, 2.23, -1.22], [-1.47, -4.50, 0.22], [0.10, -1.30, -0.59], [-1.16, -0.19, -0.32], [-0.15, -0.43, 0.00], [0.42, 0.06, 1.01], [-0.72, 1.73, -1.44], [-2.17, -0.08, -0.40], [-0.40, 0.68, 0.52], [-0.55, 1.28, 0.19], [-0.89, 0.04, 0.69], [-0.32, -0.23, 0.81], [-0.61, -0.30, -0.63], [0.15, -1.75, -0.90], [1.43, 0.23, -0.24]],
  "mulliken_charge": [0.662, 0.694, -1.143, -0.619, -1.587, -1.533, -1.983, 1.559, 0.174, -0.640, -0.456, 0.235, 0.218, 0.595, 0.426, 0.305, 0.352, 0.309, 0.473, 0.432, 0.606, 0.514, 0.407],
  "e_tot_ev": -13512.3610,
  "molar_mass_da": 152.20,
  "gap_ha": 0.319,
  "total_charge": 0,
  "smiles": "C=C=N/N=C1/O[C@@H]1C(C)(C)C",
  "lumo_ev": 0.7222
}

# 2
{
  "formula": "C8H12N2O2",
  "method": "ωB97M-V/def2-TZVPD",
  "symbols": ["C", "C", "C", "C", "C", "C", "C", "C", "H", "H", "H", "H", "H", "H", "H", "H", "H", "H", "H", "H", "N", "N", "O", "O"],
  "xyz": [[-1.413393, -1.873886, -0.757020], [-1.290268, -0.392098, -0.872784], [-1.073304, 0.459173, 0.156938], [-1.177192, 0.035768, 1.600804], [-0.778246, 1.939220, 0.021632], [2.203223, 0.694505, -0.010504], [2.030918, -0.256999, 0.939294], [1.854884, -1.260665, -0.935117], [-1.513463, -2.225760, 0.281134], [-2.262098, -2.239267, -1.335457], [-0.552714, -2.422945, -1.165218], [-1.153641, 0.037131, -1.864709], [-0.280006, 0.371157, 2.114933], [-1.211906, -1.045839, 1.748790], [-2.045661, 0.502097, 2.107219], [0.069541, 2.224182, 0.718214], [-1.616100, 2.523155, 0.415908], [0.405654, 2.132502, -1.497093], [2.077328, 0.040982, 1.989287], [1.692446, -2.040179, -1.704272], [1.966570, -1.488110, 0.424845], [2.176496, -0.022007, -1.176889], [-0.500444, 2.412838, -1.279009], [2.391373, 1.895054, 0.079080]],
  "atomic_forces_ev_per_a": [[-0.27, -0.49, 0.25], [1.30, 1.20, 0.73], [-0.60, -0.81, -0.31], [-0.07, 0.08, 0.18], [0.64, 0.42, 0.55], [0.77, 3.69, -3.43], [-0.53, -6.06, 4.86], [2.05, 3.19, -1.19], [-0.12, 0.17, -0.47], [-0.14, -0.04, 0.07], [0.01, 0.32, -0.05], [-0.23, -0.15, 0.01], [0.01, 0.18, 0.33], [-0.17, 0.24, -0.08], [0.39, -0.21, -0.26], [-0.75, -0.46, -0.59], [-0.16, -0.10, -0.21], [-0.40, 0.16, -0.05], [0.00, -0.91, -0.07], [0.05, 0.63, 0.76], [-0.89, 1.62, 4.27], [-1.02, -1.06, -5.46], [0.30, -0.37, 0.02], [-0.17, -1.26, 0.16]],
  "mulliken_charge": [-1.124, 0.192, 0.617, -1.411, -0.920, 0.777, -0.335, -0.088, 0.256, 0.399, 0.156, 0.419, 0.290, 0.307, 0.349, 0.266, 0.455, 0.368, 0.472, 0.440, -0.451, -0.383, -0.577, -0.475],
  "e_tot_ev": -15562.3097,
  "molar_mass_da": 168.20,
  "gap_ha": 0.237,
  "total_charge": 0,
  "smiles": "C/C=C(\\C)CO.O=C1C=NC=N1",
  "lumo_ev": -2.7222
}

# 3
{
  "formula": "C8H12N2O4",
  "method": "ωB97M-V/def2-TZVPD",
  "symbols": ["C", "C", "C", "C", "C", "C", "C", "C", "N", "N", "O", "O", "O", "O", "H", "H", "H", "H", "H", "H", "H", "H", "H", "H", "H", "H"],
  "xyz": [[3.915747, 0.285221, 0.408869], [2.762628, -0.096339, 0.892621], [2.381614, 0.896182, -0.982037], [-0.461856, -0.208577, 1.383265], [-1.798203, -0.878511, 0.358193], [-1.646263, 0.259612, -0.725161], [0.397749, 0.233325, 0.331646], [-2.491881, 1.594256, -0.407801], [3.641621, 0.915687, -0.798487], [1.741498, 0.329823, 0.084776], [-0.283838, 0.633066, -0.781326], [-1.561319, -2.063999, -0.078072], [0.964411, -2.098732, -0.815140], [-3.807618, 1.385541, -0.247751], [4.874681, 0.112170, 0.855748], [2.620333, -0.840296, 1.719399], [1.808044, 1.231435, -1.838802], [-1.112252, 0.574356, 1.695939], [-0.199727, -1.032066, 2.046137], [-2.638927, -0.908201, 1.124363], [-1.881865, -0.094248, -1.736672], [-2.460666, 2.462531, -1.192008], [-1.925384, 1.967278, 0.436925], [0.127979, -2.405642, -0.405666], [1.074521, -2.820297, -1.467604], [-4.041037, 0.566419, 0.138654]],
  "atomic_forces_ev_per_a": [[0.32, 0.54, -1.08], [-1.34, -2.68, 4.03], [-0.60, 0.62, -1.15], [0.73, -1.10, -1.18], [0.42, -1.50, -0.37], [-2.24, 1.49, -0.40], [-0.93, 0.72, -2.60], [2.79, 0.23, -1.88], [1.63, 0.71, -1.03], [-1.31, -0.92, 1.47], [1.53, -0.30, 2.04], [-0.20, 0.47, 0.27], [0.34, -1.41, -0.60], [-2.13, 0.93, -0.15], [0.31, 0.09, -0.37], [-0.27, 1.27, -0.77], [0.35, 0.14, 0.19], [-0.09, 0.53, 0.74], [0.36, 0.70, 0.20], [0.40, 1.01, -0.76], [-0.03, -0.26, 0.39], [0.63, -1.89, 0.99], [-0.33, 0.60, 0.86], [-0.57, 0.58, 0.05], [0.30, 0.73, 0.33], [-0.07, -1.32, 0.75]],
  "mulliken_charge": [-0.408, -0.281, -0.014, -0.844, 0.180, -0.151, 0.564, -0.374, -0.648, 0.292, -0.352, -0.815, -0.600, -0.500, 0.389, 0.269, 0.444, 0.383, 0.369, 0.339, 0.304, 0.263, 0.232, 0.335, 0.276, 0.347],
  "e_tot_ev": -19656.6640,
  "molar_mass_da": 200.19,
  "gap_ha": [0.285, 0.285],
  "total_charge": 0,
  "lumo_ev": [-0.8526, -0.8528]
}

# 4
{
  "formula": "C8H12N3",
  "method": "ωB97M-V/def2-TZVPD",
  "symbols": ["C", "C", "C", "C", "C", "C", "C", "C", "N", "N", "N", "H", "H", "H", "H", "H", "H", "H", "H", "H", "H", "H", "H"],
  "xyz": [[-0.352430, -3.332791, -0.661409], [-0.075662, -2.595956, 0.483528], [0.004164, -1.332720, -1.339323], [0.006006, -0.137394, -2.066103], [-0.137303, 1.063552, -1.471186], [0.469658, 0.027824, 0.676047], [1.938648, 0.348629, 0.482915], [-1.812353, 0.812084, 0.217317], [-0.380143, -2.574586, -1.745954], [0.152849, -1.326908, -0.002128], [-0.397548, 1.067665, -0.020665], [-0.639161, -4.432572, -0.815690], [0.386585, -2.754334, 1.471632], [0.153288, -0.196523, -3.117412], [0.033048, 1.942460, -2.080881], [0.311056, -0.043150, 1.686266], [2.252836, 0.610586, -0.562247], [2.649801, -0.450858, 0.854300], [2.403313, 1.099075, 1.075878], [-2.190209, -0.261497, 0.326457], [-2.160335, 1.185808, 1.140504], [-2.264639, 1.133373, -0.715858], [-0.158958, 2.075462, 0.298530]],
  "atomic_forces_ev_per_a": [[-0.99, -2.59, 0.50], [1.48, 0.73, 0.64], [-1.46, -2.92, 0.12], [-0.17, 1.80, 0.21], [0.83, -1.71, -1.68], [2.04, -1.69, -3.17], [2.23, -0.95, -0.96], [-2.29, -1.96, -0.86], [1.02, 2.34, -0.75], [0.25, 2.64, 0.87], [1.44, 0.99, 0.72], [0.68, 1.85, 0.82], [-1.04, -0.62, -0.49], [0.03, 0.07, -0.70], [-0.39, 0.48, 0.86], [-1.26, -0.02, 2.36], [-0.58, -0.60, 0.83], [-1.35, 0.03, -0.79], [-0.68, 1.47, 0.81], [1.63, 0.88, -0.54], [-0.28, 1.37, 0.75], [-0.83, 0.57, 0.59], [-0.31, -2.17, -0.13]],
  "mulliken_charge": [-0.336, -0.314, 0.532, -0.262, -0.873, -0.059, -1.327, -0.856, -0.631, 0.167, 0.043, 0.382, 0.364, 0.505, 0.419, 0.532, 0.320, 0.369, 0.474, 0.293, 0.422, 0.390, 0.446],
  "e_tot_ev": -12951.9872,
  "molar_mass_da": 150.21,
  "gap_ha": 0.315,
  "total_charge": 1,
  "smiles": "C[C@@H]1n2ccnc2C=C[N@H+]1C",
  "lumo_ev": -3.7964
}